# 1
A cluster of 7 separate species, C19H37FIN9O2P in total. Source: the Open Molecules 2025 dataset; level of theory: ωB97M-V/def2-TZVPD.

```
! RIJCOSX wB97M-V def2-TZVPD def2/J DEFGRID3
* xyz 1 1
C 0.572 5.297 3.946
C -2.925 3.939 -1.900
C 0.544 -7.912 -0.092
H 0.946 6.770 5.381
H -0.173 -0.338 0.608
H 2.683 -6.138 -4.074
H 2.135 2.443 1.442
H -2.654 1.929 3.266
N 2.511 0.721 -3.771
H -0.567 1.091 -3.000
H 1.455 -5.091 -4.810
C -3.803 4.517 -0.894
H -2.111 3.739 0.874
C 2.649 -4.174 -3.356
H 0.456 -1.173 2.026
C 1.218 1.897 1.231
H 1.536 -0.262 -0.800
H -3.602 1.876 1.781
H 3.386 0.377 -3.402
O -1.655 1.290 1.567
H 2.771 0.852 -1.312
C 1.071 2.781 6.388
N -2.167 -7.279 -2.121
C -2.285 -6.775 -3.144
H -3.149 -6.688 -5.048
N 0.423 3.485 7.022
H 1.247 -5.720 -3.158
F -0.551 2.087 -0.783
C -2.432 -6.137 -4.444
H -3.107 2.869 -1.984
N 0.944 4.542 3.165
H -1.410 3.901 2.490
I 1.928 4.026 -1.270
C 1.966 -5.343 -3.882
H 1.824 2.248 4.513
C -0.990 0.379 2.423
C 1.705 0.633 -1.399
N 0.346 1.380 -3.330
H -0.452 -7.984 -0.527
H -0.376 5.658 5.765
N 0.970 -0.942 -3.215
C 0.167 -0.199 1.642
H 1.536 0.886 5.619
H 0.298 1.355 -4.344
C 0.104 6.220 4.965
H 0.619 -6.966 0.442
H -0.621 0.882 3.323
H -1.885 4.099 -1.622
H -1.477 -6.122 -4.964
H 0.401 2.444 1.699
N -4.493 4.949 -0.086
C 1.556 -7.968 -1.133
H 2.924 1.953 5.871
O 1.355 0.590 1.689
H -0.604 6.925 4.533
H -1.657 -0.431 2.728
C 1.368 0.430 -2.942
H 0.682 -8.724 0.620
N 3.199 -3.261 -2.929
C -2.298 3.591 1.939
H 0.100 -1.145 -2.731
H -3.129 4.235 2.216
C -2.630 2.138 2.195
H -2.788 -5.116 -4.322
H 2.599 1.718 -3.923
H 1.671 -1.569 -2.824
N 2.358 -8.010 -1.952
P 0.977 2.010 -0.560
H -3.095 4.399 -2.871
C 1.885 1.915 5.549
*
```

As for the LUMO energy: -3.46 eV. The calculation puts the total energy at -57908.762 eV. The value obtained for the orbital gap is 9.20 eV.

Charges per atom according to Löwdin partitioning, unit e:
1. C -0.253
2. C -0.070
3. C -0.074
4. H 0.093
5. H 0.115
6. H 0.080
7. H 0.093
8. H 0.121
9. N 0.093
10. H 0.076
11. H 0.081
12. C -0.283
13. H 0.044
14. C -0.258
15. H 0.139
16. C -0.350
17. H 0.094
18. H 0.122
19. H 0.089
20. O -0.197
21. H 0.100
22. C -0.273
23. N 0.145
24. C -0.263
25. H 0.088
26. N 0.144
27. H 0.059
28. F -0.177
29. C -0.062
30. H 0.083
31. N 0.151
32. H 0.040
33. I 0.771
34. C -0.072
35. H 0.050
36. C -0.185
37. C -0.218
38. N 0.059
39. H 0.037
40. H 0.065
41. N 0.091
42. C -0.167
43. H 0.084
44. H 0.102
45. C -0.052
46. H 0.082
47. H 0.134
48. H 0.054
49. H 0.076
50. H 0.073
51. N 0.156
52. C -0.275
53. H 0.088
54. O -0.149
55. H 0.089
56. H 0.138
57. C -0.717
58. H 0.086
59. N 0.124
60. C -0.067
61. H 0.079
62. H 0.077
63. C -0.224
64. H 0.083
65. H 0.074
66. H 0.026
67. N 0.136
68. P 0.476
69. H 0.088
70. C -0.065

# 2
A cluster of 17 separate species, C20H68NO21P in total. Source: the Open Molecules 2025 dataset; level of theory: ωB97M-V/def2-TZVPD.

```
! RIJCOSX wB97M-V def2-TZVPD def2/J DEFGRID3
* xyz 0 1
O 0.928 -1.629 6.842
O 3.260 -2.999 6.314
H -6.296 1.248 5.302
C 3.333 -1.485 0.118
H 0.844 2.658 -2.936
H -2.640 0.258 -1.659
H 2.419 4.143 -3.382
H -3.368 1.861 -2.039
H 3.448 2.999 -1.885
O -0.388 -2.315 0.166
H 2.293 6.019 -2.180
C -0.881 -0.936 0.118
H 3.770 1.867 -2.881
C 2.195 0.528 -0.509
H -1.881 3.089 -0.915
O 1.054 -4.571 -7.269
C -2.890 0.478 0.874
C 0.533 -3.734 -3.318
H -3.609 -0.855 4.751
C -1.726 1.306 -3.262
H -0.845 -2.514 -4.391
H -0.006 -3.519 9.350
C -0.526 3.211 -4.481
H -2.018 -1.217 1.843
C 0.358 3.567 -3.283
H -0.665 1.096 -3.110
H 2.266 1.187 2.713
O -5.150 -2.137 5.318
H 0.363 -5.121 -7.652
O 3.664 2.827 -2.808
H 4.366 -0.739 -3.418
C 1.049 -2.119 -5.227
H 0.519 -6.132 -0.954
H -0.999 1.427 1.190
H 0.409 -4.812 -3.366
C 3.007 1.202 0.390
H 4.570 0.972 1.828
N 4.134 -0.860 0.980
H 0.580 5.794 -1.935
C -1.929 1.644 0.667
H 1.407 4.890 -4.619
C -2.448 1.299 -1.896
O 4.667 -0.011 -2.864
H -2.406 3.375 -3.449
O 1.464 -3.837 -0.462
C 1.462 4.611 -3.569
H -2.208 -0.412 4.259
O -0.241 -0.305 4.222
H 0.651 -1.519 7.759
C 3.945 0.456 1.111
H -0.867 -6.544 -0.498
H -3.310 0.566 1.873
H 2.067 -2.499 -5.244
H 1.148 6.750 -3.311
H -0.308 2.692 4.384
H 0.219 -0.832 3.548
H 0.769 -2.690 1.913
H 3.466 -2.552 -0.012
H 3.184 -2.137 5.891
C 0.049 -3.092 -4.618
C 2.345 -0.848 -0.632
H -0.572 1.958 -1.005
H 1.086 -2.574 6.755
O 1.504 -1.504 -1.524
H 0.270 3.902 5.100
H -0.181 -0.351 0.706
O 2.208 1.564 3.595
H -2.114 0.479 -3.857
H 4.242 -0.171 -2.013
P 0.637 -2.729 -0.969
H -0.892 -0.569 -0.906
O -6.625 0.137 1.710
H 2.203 -2.313 2.028
H -2.927 -1.636 0.415
H 0.248 -0.409 -4.716
H -3.748 0.525 0.211
O 1.072 -0.868 -4.541
O 1.378 -2.247 2.523
H 2.918 2.265 0.548
H -2.330 2.516 1.180
H -0.290 3.981 -2.515
O -2.963 -0.987 4.049
H -0.008 2.507 -5.131
H -6.483 -0.800 1.554
H -2.414 2.415 -4.961
H -0.179 -3.845 -5.361
C 1.351 5.875 -2.698
O -0.217 -3.235 -2.191
H -5.026 -2.454 4.415
O -6.632 0.641 4.637
H 3.118 4.506 0.098
H 1.349 1.258 3.904
O 3.545 4.307 -0.742
H 1.600 -3.558 -3.202
H 4.200 -3.197 6.321
C -1.641 2.033 -0.811
O -0.119 3.628 4.264
H 0.334 -0.373 4.999
O -0.216 -6.717 -1.184
H -0.431 -2.451 10.349
H -6.915 0.199 2.631
H -6.236 -0.209 4.866
H 4.406 4.734 -0.683
H 1.460 1.045 -1.113
C -2.217 -0.916 0.817
H 0.737 -1.929 -6.254
H 1.695 -5.204 -6.928
H -0.731 4.130 -5.033
H -6.021 -2.460 5.576
C -1.877 2.631 -4.039
O -0.158 -2.573 9.434
*
```

As for the LUMO energy: 0.15 eV. The calculation puts the total energy at -75622.504 eV. The value obtained for the orbital gap is 9.99 eV.

Here are the Löwdin charges for atoms 1 to 99, given in e:
1. O -0.056
2. O -0.062
3. H 0.051
4. C -0.107
5. H 0.083
6. H 0.090
7. H 0.049
8. H 0.116
9. H -0.021
10. O -0.157
11. H 0.043
12. C -0.190
13. H 0.013
14. C 0.009
15. H 0.104
16. O -0.046
17. C -0.187
18. C -0.185
19. H 0.005
20. C -0.203
21. H 0.120
22. H 0.049
23. C -0.207
24. H 0.090
25. C -0.208
26. H 0.083
27. H -0.011
28. O -0.051
29. H 0.047
30. O -0.077
31. H 0.053
32. C -0.258
33. H 0.012
34. H 0.094
35. H 0.120
36. C -0.045
37. H 0.116
38. N 0.100
39. H 0.061
40. C -0.179
41. H 0.099
42. C -0.196
43. O -0.029
44. H 0.108
45. O -0.226
46. C -0.233
47. H 0.011
48. O -0.057
49. H 0.014
50. C -0.133
51. H 0.033
52. H 0.095
53. H 0.117
54. H 0.062
55. H 0.011
56. H 0.021
57. H 0.030
58. H 0.121
59. H 0.034
60. C -0.143
61. C -0.283
62. H 0.076
63. H 0.029
64. O -0.076
65. H 0.037
66. H 0.107
67. O -0.050
68. H 0.103
69. H 0.010
70. P 0.400
71. H 0.110
72. O -0.062
73. H 0.020
74. H 0.122
75. H 0.061
76. H 0.100
77. O -0.074
78. O -0.035
79. H 0.098
80. H 0.108
81. H 0.089
82. O -0.068
83. H 0.112
84. H 0.025
85. H 0.103
86. H 0.088
87. C -0.099
88. O -0.142
89. H 0.055
90. O -0.049
91. H 0.069
92. H -0.010
93. O -0.040
94. H 0.116
95. H 0.039
96. C -0.179
97. O -0.055
98. H 0.033
99. O -0.064

# 3
A cluster of 4 separate species, C4H12N4O8 in total. Source: the Open Molecules 2025 dataset; level of theory: ωB97M-V/def2-TZVPD.

```
! RIJCOSX wB97M-V def2-TZVPD def2/J DEFGRID3
* xyz 0 1
H -0.181 -29.460 9.736
C 0.327 -19.378 11.160
H 6.770 -29.286 12.679
H 7.102 -31.015 12.448
N -0.009 -31.103 16.583
H -0.745 -19.275 11.331
O 0.539 -21.686 11.042
O 0.352 -32.212 16.114
H -1.858 -30.255 10.282
C -1.270 -29.488 9.780
H 0.959 -18.672 11.698
H -0.030 -30.347 18.553
H -1.583 -30.751 17.815
O 0.881 -20.736 13.031
H 0.528 -19.513 10.097
O -1.958 -28.967 7.569
N -1.575 -29.808 8.372
O 5.554 -29.133 10.650
N 5.717 -30.204 11.183
H 5.675 -30.562 13.388
O 0.202 -30.024 16.065
N 0.685 -20.717 11.826
H -1.636 -28.478 9.967
C 6.315 -30.269 12.555
H -0.676 -32.110 18.276
O 5.423 -31.253 10.704
O -1.502 -30.984 8.102
C -0.551 -31.081 17.938
*
```

The value obtained for the energy relative to the best compared isomer or geometry (same formula, charge and spin) is 31.83 kcal/mol. As for the LUMO energy: -0.15 eV. The calculation puts the total energy at -26670.581 eV. The value obtained for the orbital gap is 10.63 eV.

Charges per atom according to Löwdin partitioning, unit e:
1. H 0.111
2. C 0.053
3. H 0.092
4. H 0.095
5. N -0.437
6. H 0.097
7. O 0.025
8. O 0.039
9. H 0.107
10. C 0.047
11. H 0.091
12. H 0.108
13. H 0.101
14. O 0.061
15. H 0.091
16. O 0.055
17. N -0.471
18. O 0.068
19. N -0.474
20. H 0.101
21. O 0.065
22. N -0.419
23. H 0.096
24. C 0.043
25. H 0.100
26. O 0.075
27. O 0.055
28. C 0.024

# 4
A cluster of 2 separate species, C4H3N3O in total. Source: the Open Molecules 2025 dataset; level of theory: ωB97M-V/def2-TZVPD.

```
! RIJCOSX wB97M-V def2-TZVPD def2/J DEFGRID3
* xyz 0 1
O -2.450 -0.530 -0.050
C 2.362 -0.078 -0.024
C -0.363 -0.461 -0.227
H -2.795 1.420 0.192
H 2.623 -2.149 0.195
N -1.392 -1.260 -0.334
N 2.234 -1.288 -0.276
C -0.645 0.872 0.003
N 2.424 1.078 0.078
H 0.033 1.645 0.240
C -2.033 0.752 0.204
*
```

The value obtained for the energy relative to the best compared isomer or geometry (same formula, charge and spin) is 172.16 kcal/mol. As for the LUMO energy: -3.41 eV. The calculation puts the total energy at -10706.185 eV. The value obtained for the orbital gap is 6.00 eV.

Charges per atom according to Löwdin partitioning, unit e:
1. O -0.022
2. C -0.571
3. C 0.016
4. H 0.095
5. H 0.109
6. N 0.043
7. N 0.181
8. C -0.015
9. N 0.121
10. H 0.080
11. C -0.037